No. 1
The following is a DFT calculation (the ωB97M-V functional and the def2-TZVPD basis) of the ion C6H15N4O with charge +1.

Structure (ORCA input):
```
! wB97M-V def2-TZVPD RIJCOSX def2/J DEFGRID3
* xyz 1 1
C 0.0209 1.3886 1.1404
C -0.0281 -1.0561 1.2166
C 0.9598 1.4038 -0.0736
C 0.9507 -1.0864 -0.0412
C -3.4937 -0.7789 -0.9689
C 2.9369 0.0735 -0.9440
N -2.4272 -0.9170 -0.0078
N -0.7892 0.1293 1.1786
N -1.9602 0.2720 0.3347
N 1.8105 0.1055 0.0329
O -2.2453 1.3897 -0.0556
H 0.7370 1.5605 2.0422
H -0.7039 2.1716 1.3010
H -0.7351 -1.9965 1.1355
H 0.5275 -1.1787 2.1817
H 0.6604 1.3353 -1.1107
H 1.5640 2.2384 0.0094
H 1.4419 -2.0292 -0.0768
H 0.3486 -1.0799 -0.9421
H -3.6384 -1.8004 -1.4810
H -3.3310 0.0065 -1.7540
H -4.5097 -0.5479 -0.5961
H 2.7040 0.4636 -1.9102
H 3.6923 0.6942 -0.6213
H 3.3945 -0.8525 -0.9867
H 2.1126 0.0910 0.9970
*
```

Output
energy relative to the best compared isomer or geometry (same formula, charge and spin) = 4.433 eV
SMILES = C/N=[N+](\[O-])N1CC[NH+](C)CC1
calculated total energy = -14462.0756 eV


No. 2
The following is a DFT calculation (the ωB97M-V functional and the def2-TZVPD basis) of the ion C6H15N4S with charge +1.

Structure (ORCA input):
```
! wB97M-V def2-TZVPD RIJCOSX def2/J DEFGRID3
* xyz 1 1
C -0.6086 0.4742 -0.0268
C -1.4951 1.6807 -0.1171
C -2.8536 1.0231 -0.4197
C -2.6927 -0.4810 -0.0278
C -0.3765 -1.8884 -0.1285
C 2.5071 -0.5261 1.4607
N 2.2366 -0.9697 -1.1372
N 3.3245 1.3403 -0.2397
N -1.2081 -0.6987 -0.0346
N 0.6635 0.8358 -0.0150
S 2.4195 0.1861 -0.1878
H -1.5933 2.2299 0.8501
H -1.2693 2.3939 -0.9018
H -3.8359 1.4034 0.0158
H -3.0738 0.9083 -1.4249
H -3.2351 -0.5782 0.8645
H -3.0394 -1.2398 -0.6665
H -0.1856 -2.1369 0.8649
H -0.9939 -2.8114 -0.5546
H 0.6375 -1.7799 -0.6244
H 2.6378 0.2986 2.2714
H 1.7576 -1.1747 1.5219
H 3.4060 -0.9595 1.5592
H 2.2278 -0.8246 -2.0991
H 3.7945 1.5267 -1.0846
H 0.8484 1.7678 0.2814
*
```

Output
energy relative to the best compared isomer or geometry (same formula, charge and spin) = 1.386 eV
SMILES = CN1CCC/C1=[NH+]/S(C)(=N)=N
calculated total energy = -23250.3200 eV


What are the max |F| values for these records? In order: 4.43, 5.86 eV/A.
What are the HOMO-LUMO gap values for these records? In order: 0.3583, 0.3961 hartree.
What are the E_HOMO values for these records? In order: -12.7073, -13.5252 eV.